(1)
5 unconnected molecules or ions with the total composition C33H64Cl2N7O12S3 at a distorted geometry. Source: the OMol25 dataset; level of theory: wB97M-V/def2-TZVPD.

```
121
C33H64Cl2N7O12S3, DFT wB97M-V/def2-TZVPD
H -3.746 1.851 2.506
H 3.380 -5.557 -6.492
C -2.080 1.248 -1.763
H -3.927 0.902 -0.777
O 0.864 -2.233 -2.021
H -3.279 -2.142 6.078
H -2.596 -3.283 -2.825
O 0.401 3.877 -1.522
C -3.709 1.043 1.776
H 2.998 2.261 -3.748
O 3.659 -0.972 1.547
H -0.514 5.920 -2.448
H -1.066 2.405 -3.803
H 4.856 1.228 -0.516
H -1.351 4.470 -4.061
H 3.109 -0.987 2.333
C 3.698 -2.162 -1.101
C 3.434 -0.909 -1.630
Cl -5.154 -1.716 1.896
C 0.291 2.655 -1.268
H 2.909 -5.599 -4.782
C 5.111 0.302 -6.210
O 0.976 -1.813 0.272
C 2.259 -0.014 -1.255
C -0.428 4.950 -4.407
H 3.567 1.007 1.852
H -4.295 -0.908 6.843
C -4.448 -0.900 9.363
H -4.592 0.090 8.927
N -2.559 -1.470 7.913
H -2.848 -0.439 -0.507
H -4.671 -0.847 10.425
H -8.391 -0.830 12.477
C -3.016 -1.347 9.181
C -0.131 6.114 -3.450
H -9.691 1.013 9.555
H -1.643 0.163 -4.088
H -3.077 -1.284 -2.521
H 5.725 1.296 2.260
C 1.853 0.979 -2.457
H -5.131 -1.615 8.900
C 0.795 -4.431 -4.086
H 0.129 1.440 -4.599
H 2.783 -7.066 -5.772
S -3.568 -0.582 2.558
H 4.653 4.199 -2.773
C -8.549 -1.403 11.562
O -0.707 -4.718 -5.937
N 1.324 -5.632 -6.165
S 0.860 -1.205 -1.023
H -4.661 1.051 1.233
H 5.668 -0.175 0.231
H 4.212 -0.534 -2.309
H 7.547 -1.791 -5.277
N -1.798 -2.730 -3.140
C -2.084 -1.506 -2.935
H -7.590 -1.608 11.084
H -2.018 2.325 -1.577
C 7.466 -1.135 -7.294
C -9.458 -0.652 10.620
C -2.539 1.259 0.789
H 3.137 -3.019 -1.483
C 3.663 0.338 0.979
O -3.603 -0.379 3.982
H 4.433 -2.349 -0.314
H 8.488 -0.752 -7.323
O 5.722 -0.761 -4.153
C -0.729 0.543 -2.093
S 0.862 3.659 -4.394
O -0.026 2.253 -0.126
H -0.030 -3.883 -3.630
H 1.650 -3.756 -4.162
H -2.425 2.345 0.686
O -10.531 -1.103 10.255
H 4.671 -0.272 -7.027
C 3.017 1.980 -2.677
O -2.291 -1.591 10.136
H 3.993 1.495 -2.584
C 0.394 -4.924 -5.453
H -2.766 1.179 -2.615
C -3.273 -1.224 6.666
C 2.469 0.703 0.095
H -0.643 7.019 -3.811
O -0.453 -0.306 -0.956
C -2.870 0.651 -0.582
H 1.570 0.535 0.696
H -0.289 -0.914 -3.786
H 6.671 1.825 1.052
H -0.626 5.283 -5.430
H 0.942 6.320 -3.400
N 7.025 -1.213 -5.916
H -1.598 -1.770 7.861
H 0.996 -5.932 -7.068
N 5.703 1.687 1.322
C 4.421 3.739 -1.789
H -2.753 -0.455 6.105
H 1.047 -5.278 -3.443
H -1.590 0.912 1.199
O -2.387 -1.276 2.166
N 3.064 3.180 -1.869
H 2.524 3.922 -2.303
H 4.307 0.724 -5.614
H 7.456 -2.136 -7.732
H -7.183 0.689 11.181
C 0.419 1.572 -2.420
C -7.806 1.261 10.503
N -9.039 0.566 10.181
H -7.258 1.442 9.577
H -8.050 2.220 10.964
Cl 2.115 -0.101 -3.952
H 5.716 1.118 -6.610
H 2.482 1.791 -0.022
C 2.675 -5.978 -5.771
C 5.053 0.713 0.428
H 4.483 4.535 -1.045
H 5.181 2.970 -1.631
H -9.015 -2.349 11.822
C 0.000 2.163 -3.792
C 5.959 -0.590 -5.336
H 6.827 -0.485 -7.881
C -1.116 -0.393 -3.304
```

Values from the calculation:
total charge = -1
HOMO level = -4.650 eV
molar mass = 918.02 g mol⁻¹

=====

(2)
2 unconnected molecules or ions with the total composition C62H81N4O at a distorted geometry. Source: the OMol25 dataset; level of theory: wB97M-V/def2-TZVPD.

```
148
C62H81N4O, DFT wB97M-V/def2-TZVPD
H -2.870 -5.818 -4.880
C -0.660 1.227 -2.398
H -0.490 4.979 4.068
H -3.067 4.457 5.940
H 2.964 5.305 0.295
H 4.499 5.730 1.121
H -3.597 3.157 0.430
C -2.548 -3.256 -2.913
C -1.434 -1.526 1.241
C -2.203 -0.910 2.390
C 4.220 4.234 3.332
H 0.501 -3.734 -4.106
H 2.102 -2.313 0.598
H -1.066 4.235 -4.858
H 0.412 2.301 -5.470
C 2.313 -1.283 0.921
H -0.252 -6.666 -7.187
H -4.186 -1.143 1.449
H -0.608 1.850 0.486
H 3.924 5.108 3.926
H -4.407 -0.366 -2.215
C -1.561 -1.359 3.701
H -0.168 -7.841 -3.033
C 4.963 3.161 0.414
C -2.399 3.397 2.213
H 3.878 -2.702 -0.561
H -5.241 -2.385 -0.856
N 0.151 1.102 2.859
C -0.495 0.084 -1.502
C 0.052 1.270 -3.619
H 3.527 3.952 -3.238
H 0.040 -2.734 -0.648
H -4.480 -2.268 -4.567
H 5.277 4.344 3.054
H -0.009 -1.238 -3.140
H -3.909 3.516 4.696
C -1.758 2.184 5.724
H 1.720 3.237 3.214
C 1.149 3.561 -0.827
C 4.240 -1.665 -0.538
C 0.109 -5.087 -5.752
O -2.777 -6.648 -1.952
C -2.372 -5.514 -2.176
C -1.231 1.443 2.874
H -4.371 -5.889 -3.912
H 3.130 1.467 4.028
H 3.771 1.516 -2.823
C -0.961 3.386 -4.179
H 2.960 6.237 1.805
H 2.268 0.376 -1.186
H -0.819 1.627 5.781
C -1.730 3.312 4.684
C -3.837 -2.434 -2.495
H 1.254 3.807 1.599
H -0.735 4.852 5.829
H 3.833 -1.141 -1.412
C 4.181 0.508 0.768
H -3.977 -4.430 -4.880
C 2.256 1.462 -1.304
C 3.432 1.554 1.352
H -1.655 -2.450 3.787
C 3.040 2.097 -2.258
N 2.262 1.228 2.122
C 5.735 2.139 -0.118
H -0.959 0.143 -0.516
C 3.459 5.418 1.269
C 1.340 2.196 -0.530
C 3.877 2.899 1.253
C -1.719 2.738 3.248
N -2.875 -4.661 -3.130
H -2.060 -0.904 4.565
H -1.255 -2.603 1.370
H 2.697 -0.204 3.619
H -4.206 -0.929 3.213
C 2.372 0.844 3.535
C 4.594 -1.656 1.922
C -4.895 -2.546 -3.589
C -1.498 2.317 -2.073
C 0.112 -5.373 -1.953
H -2.846 -0.771 -1.503
H -3.628 -2.956 -0.375
H -1.963 2.610 6.715
H -0.380 -8.447 -5.435
H -5.720 -1.851 -3.369
C -0.137 -6.409 -6.134
C -4.379 -2.988 -1.177
H 1.708 -0.610 0.304
C 1.923 4.190 -1.803
H 6.077 0.035 -0.162
C 0.445 1.533 0.439
H -3.050 5.017 4.259
H 0.789 0.491 -3.829
H -3.621 0.669 0.581
C -1.236 -4.784 -1.494
H 1.547 4.966 2.903
H -3.700 -2.481 2.505
H -5.330 -3.549 -3.640
C -0.600 -2.425 -1.484
H -1.980 -1.394 0.302
C 1.887 4.014 2.468
C 2.894 3.465 -2.494
H 0.333 4.092 -0.321
H 4.482 -1.105 2.864
H -2.221 4.262 -2.647
H -2.530 4.484 2.233
H 5.246 4.185 0.175
C 0.976 1.036 4.064
C -0.349 -1.183 -2.097
C -0.565 4.275 4.908
C 0.096 -5.741 -3.422
H 0.201 -4.301 -6.503
H -2.132 -2.816 -3.839
C -0.091 -7.073 -3.809
H 1.743 5.248 -2.018
H 0.241 -6.286 -1.355
H -2.998 -0.593 -3.267
C -3.495 -0.964 -2.362
H 4.128 3.340 3.961
C 5.396 0.825 0.156
H 1.965 -1.194 1.953
C -2.974 1.251 1.246
H 4.246 -2.684 2.086
H 0.660 0.217 4.722
H -2.563 1.474 5.488
C 3.348 4.116 2.076
C -1.620 3.397 -2.945
C 3.806 -1.000 0.780
H 0.397 3.762 5.020
H 5.663 -1.678 1.675
C -3.012 2.653 1.203
C 0.252 -4.757 -4.403
H -2.052 2.291 -1.129
H -0.460 -1.028 1.139
C -3.019 4.125 4.895
C -0.220 -7.405 -5.155
H 0.925 -4.669 -1.729
C 0.945 1.264 1.732
H -4.729 -4.020 -1.297
H -1.367 -4.860 -0.403
C -3.659 -1.390 2.380
N -1.458 -3.387 -1.912
H 5.330 -1.702 -0.637
H 6.605 2.372 -0.734
C -0.123 2.320 -4.517
H 0.880 1.970 4.638
C -2.137 0.610 2.166
H -0.496 -1.116 3.730
C -3.566 -5.228 -4.263
```

Values from the calculation:
total charge = +1
HOMO level = -9.289 eV
energy above the lowest of the compared OMol25 structures with the same formula, charge and spin = 0.000 eV
molar mass = 898.36 g mol⁻¹

=====

(3)
A molecular structure, C10H40BrCsN20O10 at a distorted geometry. Source: the OMol25 dataset; level of theory: wB97M-V/def2-TZVPD.

```
82
C10H40BrCsN20O10, DFT wB97M-V/def2-TZVPD
H 16.946 10.760 7.017
N 9.932 11.164 10.908
H 8.617 8.506 11.952
N 11.621 7.786 6.861
H 10.251 12.437 8.878
C 14.426 12.106 10.559
H 7.328 6.456 9.567
H 8.643 8.320 13.642
H 14.535 10.578 4.347
O 14.083 12.932 9.692
N 9.339 12.067 8.874
Br 14.887 8.720 12.558
H 10.088 15.228 10.477
H 15.398 7.384 8.418
N 10.708 4.110 9.375
N 12.481 15.281 10.364
H 10.138 12.145 11.042
H 12.253 5.692 10.091
N 9.817 8.977 6.216
C 9.187 11.012 9.732
N 6.539 5.641 7.510
N 13.824 12.106 11.748
N 14.305 10.208 5.267
O 10.937 7.790 11.618
Cs 12.653 9.545 9.865
H 13.442 6.259 11.146
O 7.642 7.398 6.556
C 11.444 13.598 7.108
H 15.393 7.302 10.147
C 11.833 14.739 11.414
H 9.514 10.726 11.784
H 10.903 7.172 7.171
H 12.444 11.852 6.882
H 9.359 9.858 6.040
H 7.760 8.039 9.236
H 15.610 11.201 9.233
N 7.485 7.159 8.876
H 12.884 12.954 8.178
H 15.586 10.413 10.938
H 10.828 12.414 5.518
H 12.043 15.321 9.464
C 11.184 8.949 6.420
H 9.995 14.431 12.096
H 8.890 11.907 7.987
C 13.921 6.353 9.151
N 13.244 5.830 10.215
C 15.139 10.166 6.325
N 10.170 4.690 7.285
N 15.110 6.979 9.251
C 10.472 8.052 12.720
O 12.337 14.364 12.490
N 16.447 10.579 6.142
H 6.841 5.140 6.693
N 10.653 13.237 6.059
C 9.705 4.286 8.560
O 13.362 6.232 8.040
H 13.399 9.967 5.586
H 13.262 12.942 12.103
N 11.146 8.034 13.843
H 14.067 11.478 12.451
H 10.697 8.134 14.724
H 12.068 7.565 13.928
H 11.656 4.426 9.001
H 12.634 7.507 6.828
N 10.422 14.611 11.215
H 9.468 4.731 6.600
N 12.460 12.769 7.273
H 13.489 14.995 10.420
H 9.158 8.289 6.567
H 6.679 5.045 8.280
O 14.770 9.580 7.402
O 11.271 14.626 7.802
O 8.330 10.179 9.510
H 11.097 4.570 6.939
H 16.724 11.184 5.388
H 9.732 13.603 5.910
O 8.547 4.141 8.842
N 9.158 8.579 12.832
N 15.356 11.168 10.257
H 10.525 3.876 10.344
C 7.287 6.774 7.591
O 11.801 9.995 6.205
```

Values from the calculation:
HOMO level = -8.523 eV
molar mass = 813.37 g mol⁻¹

=====

(4)
2 unconnected molecules or ions with the total composition C8H12N4O2 at a distorted geometry. Source: the OMol25 dataset; level of theory: wB97M-V/def2-TZVPD.

```
26
C8H12N4O2, DFT wB97M-V/def2-TZVPD
N -0.542 2.747 -0.114
C -2.716 1.419 0.085
H 2.149 -2.042 1.867
N -0.718 -1.740 0.275
C -1.455 2.087 0.102
O 3.604 1.352 0.148
H -2.347 -0.344 -1.194
N 1.407 0.815 0.146
H 1.739 -0.981 -1.891
H 2.391 -2.329 -0.831
H 3.340 -1.019 1.292
H -2.359 1.246 -2.064
H -3.814 0.244 -1.275
N 2.419 1.546 0.057
H 1.117 2.869 -0.209
C -3.533 1.495 1.130
C 2.333 -1.204 -1.080
H 3.325 -0.671 -1.390
C 0.320 -1.259 0.191
C 2.369 -0.957 1.539
C 1.677 -0.668 0.178
O 2.117 2.897 -0.133
H -4.401 0.939 1.014
C -2.861 0.618 -1.171
H 2.064 -0.247 2.390
H -3.194 1.968 1.945
```

Values from the calculation:
SMILES string = CC(C)(C#N)/N=[N+](\[O-])O.C=C(C)C#N
HOMO level = -10.173 eV
energy above the lowest of the compared OMol25 structures with the same formula, charge and spin = 5.385 eV
molar mass = 196.21 g mol⁻¹

=====

(5)
C4H5N3 in the gas phase at a distorted geometry. Source: the OMol25 dataset; level of theory: wB97M-V/def2-TZVPD.

```
12
C4H5N3, DFT wB97M-V/def2-TZVPD
C 0.310 -2.358 0.646
H -0.909 -1.039 1.829
C -0.633 -1.258 0.798
H 1.734 1.466 -0.579
C -0.774 -0.271 -0.250
C 0.708 1.688 -0.269
N -1.699 -1.133 -0.282
N -0.261 0.791 -0.872
H -0.641 1.016 -1.778
H 0.467 2.716 -0.549
N 1.056 -3.229 0.491
H 0.642 1.612 0.817
```

Values from the calculation:
SMILES string = CNC1=N[C@H]1C#N
HOMO level = -9.830 eV
energy above the lowest of the compared OMol25 structures with the same formula, charge and spin = 2.677 eV
molar mass = 95.10 g mol⁻¹

=====

(6)
A molecular structure, C37H40AsNP2Sc at a distorted geometry. Source: the OMol25 dataset; level of theory: wB97M-V/def2-TZVPD.

```
82
C37H40AsNP2Sc, DFT wB97M-V/def2-TZVPD
H 1.990 1.561 -3.500
H 2.834 -0.648 5.492
H 0.798 -0.380 0.989
C 1.716 0.140 3.829
C 2.976 2.569 4.397
C -0.537 4.999 0.194
H -3.425 -5.091 -0.700
C -3.371 -0.454 3.325
H 2.398 2.449 0.199
C -1.138 2.332 -2.694
H 3.734 1.287 -3.225
H -0.706 -4.733 0.531
C -2.824 1.588 4.513
H -3.295 0.180 -3.371
C 2.932 -3.856 -2.701
C 0.467 -4.344 -1.362
H 3.468 3.519 4.605
C -1.884 -3.732 -1.169
H -1.095 2.674 3.793
C -2.631 -1.706 -2.427
C 0.715 -3.090 -1.969
C -2.371 -0.309 -3.039
C -3.128 1.373 -0.782
H -1.638 3.508 1.327
C -1.445 0.849 2.666
H 3.938 -3.654 -3.074
C -3.641 0.462 4.347
H -0.636 3.039 -2.016
As 0.177 1.027 1.583
C 1.472 1.260 3.020
C 3.857 -0.653 -0.941
H 4.744 -0.622 -1.588
C -0.711 3.742 0.796
C 2.622 0.232 4.892
C 0.338 2.819 0.732
H 0.792 6.284 -0.925
C -1.723 1.788 3.663
H 2.751 2.201 -2.047
H -4.495 0.310 5.010
C 1.707 4.377 -0.493
H 3.752 -1.665 -0.523
C -2.280 -0.265 2.480
C 2.327 -1.469 -3.251
H -4.789 -1.423 -2.497
C -3.217 -4.123 -1.158
C 2.070 2.493 3.333
H 2.643 4.625 -0.985
H 1.642 -1.117 -4.035
H 3.341 -1.454 -3.682
C -3.969 -2.090 -2.249
H -2.071 -0.976 1.672
C -1.579 -2.509 -1.825
H -3.043 2.315 5.298
C 2.754 1.354 -2.742
P -1.708 0.866 -1.791
H -1.679 -0.335 -3.894
H -2.833 2.094 -0.001
C 1.942 -2.855 -2.684
H -3.881 1.826 -1.445
C 0.665 5.305 -0.458
H -5.273 -3.610 -1.444
H 1.835 3.398 2.767
C 2.671 -5.077 -2.084
H -4.026 -1.318 3.188
H -2.017 2.809 -3.148
H 1.201 -0.802 3.641
N -0.246 -2.081 -1.826
H -3.550 0.493 -0.272
C 1.443 -5.313 -1.473
C -4.249 -3.295 -1.620
C -0.801 -4.662 -0.586
C 3.261 1.448 5.170
H 4.007 0.031 -0.090
H 1.225 -6.269 -0.992
H -0.419 2.035 -3.474
Sc 0.195 -0.305 -0.814
H -1.335 5.736 0.248
H 3.988 1.506 5.980
P 2.382 -0.196 -1.906
H -1.110 -5.716 -0.808
H 3.439 -5.852 -2.045
C 1.561 3.145 0.141
```

Values from the calculation:
total charge = +1
HOMO level = -8.803 eV
molar mass = 680.56 g mol⁻¹